[1]
{"formula": "C22H49IrN2P3SSe", "method": "the ωB97M-V functional and the def2-TZVPD basis", "homo_energy_ev": [-14.72, -16.64], "charge": 3, "mol_weight_g_mol": 737.8, "s_squared": 6.0228, "spin_multiplicity": 5, "orbital_gap_ev": [6.9, 4.0], "lumo_energy_ha": [-0.28844, -0.46587], "species": ["H", "C", "H", "H", "C", "C", "H", "H", "H", "H", "H", "H", "C", "H", "C", "H", "H", "H", "H", "C", "H", "C", "H", "C", "H", "C", "C", "H", "H", "C", "H", "C", "H", "H", "H", "C", "H", "H", "H", "H", "H", "C", "C", "H", "H", "N", "H", "C", "H", "H", "H", "H", "C", "C", "C", "C", "P", "H", "H", "S", "H", "P", "P", "Ir", "H", "H", "H", "H", "N", "C", "H", "H", "H", "H", "H", "C", "H", "Se", "H"], "coordinates": [[-0.841, 3.653, -0.145], [-0.018, -0.450, -5.447], [-0.854, 0.337, -3.600], [-2.406, 2.963, 2.231], [-0.352, -0.153, 5.179], [2.868, -0.594, 1.118], [1.499, 1.151, 3.110], [3.140, 0.254, 1.750], [-1.451, -2.462, -2.240], [3.776, -0.948, 0.613], [-0.391, 0.886, 4.777], [-2.642, -0.146, -2.454], [-0.335, 0.575, -4.535], [-2.506, 2.486, -1.652], [-3.047, -0.543, -1.509], [-1.351, -0.592, 5.186], [-4.864, 0.500, 0.687], [-0.668, -4.154, -4.759], [-0.251, -1.503, -5.222], [-1.537, 2.552, 2.755], [2.744, -1.191, 4.278], [0.655, -3.356, 1.619], [-1.119, 3.329, 3.410], [-3.900, 0.239, 1.139], [-0.125, -3.832, -2.428], [-1.197, -3.403, -4.141], [0.763, 1.293, -6.985], [-0.333, -3.840, 1.639], [1.451, -4.043, 1.349], [1.597, -3.596, 3.949], [2.424, -1.402, 1.723], [2.562, 1.453, -0.828], [-3.880, -0.824, 1.413], [1.193, 1.568, -7.953], [2.113, 0.209, 5.181], [1.805, -1.290, -1.528], [2.036, -1.361, 5.915], [0.938, 3.479, 0.007], [0.424, 3.325, -6.359], [2.858, -1.442, -1.798], [0.050, -0.089, 6.209], [-0.904, -3.192, -2.840], [1.236, 2.126, 2.681], [1.963, 1.945, -1.608], [1.415, -4.650, 3.693], [0.996, -2.744, 2.896], [-4.138, 2.282, -0.894], [-0.006, 3.551, 0.563], [1.027, 2.823, 3.504], [-2.601, -1.525, -1.291], [2.113, 2.521, 2.144], [-1.886, 1.713, 3.374], [-3.051, 2.276, -0.715], [0.372, 2.275, -6.075], [-0.102, 1.930, -4.811], [0.279, -1.648, 3.270], [-0.222, 2.048, 1.581], [2.687, -3.436, 4.001], [0.914, 3.609, -3.067], [-0.977, -1.118, 2.202], [2.772, 2.155, -0.008], [-2.634, 0.594, -0.155], [1.726, -0.036, -0.203], [-0.453, 0.156, 0.320], [0.006, 4.398, 1.260], [-3.734, 0.856, 2.030], [-2.792, 3.032, 0.043], [-4.143, -0.644, -1.553], [0.564, -1.042, 4.463], [0.546, -0.084, -6.695], [1.393, -2.247, -1.171], [3.511, 1.111, -1.277], [1.244, -0.938, -2.408], [-1.988, -2.867, -4.687], [0.651, -2.572, 0.857], [1.945, -0.851, 4.948], [1.163, -3.325, 4.928], [-0.479, 3.370, -3.551], [0.762, -0.890, -7.404]], "forces_ev_per_angstrom": [[0.335, 0.087, 0.280], [0.045, 1.041, -0.185], [0.369, -0.192, -0.228], [0.158, -0.046, 0.092], [-0.216, 0.329, 0.152], [0.120, -0.206, -0.545], [-0.178, 0.215, -0.185], [-0.085, -0.123, -0.013], [0.471, -0.470, -0.201], [-0.023, -0.063, 0.296], [0.158, -0.746, 0.108], [-0.260, -0.279, 0.272], [-0.925, -0.958, 0.599], [-0.328, 0.005, 0.391], [-0.673, 0.182, -0.001], [0.069, 0.177, 0.113], [0.008, -0.171, 0.290], [-0.274, 0.445, 0.634], [0.239, 0.794, 0.013], [-0.161, 0.013, -0.002], [-0.537, -0.008, 0.009], [0.423, 0.036, -0.495], [-0.246, -0.145, -0.176], [0.223, 0.247, -0.508], [-0.200, 0.364, 0.357], [0.032, 0.051, 0.381], [-0.401, -0.518, 0.042], [0.381, -0.019, 0.040], [-0.115, -0.296, 0.114], [0.510, 0.038, 0.044], [0.313, 0.440, -0.365], [0.322, -0.232, -0.344], [-0.025, 0.298, -0.098], [-0.306, 0.018, 0.387], [-0.200, -0.153, -0.349], [0.831, 0.134, -0.027], [0.214, -0.041, -0.250], [-0.274, 0.173, 0.229], [0.286, -0.230, -0.010], [-0.168, -0.119, -0.191], [-0.537, -0.068, -0.510], [-0.181, -0.550, -1.732], [0.328, 0.220, 0.186], [0.167, -0.135, 0.232], [-0.061, 0.427, 0.182], [-1.460, 1.045, 1.147], [0.359, 0.262, -0.073], [-0.105, -0.149, -0.013], [0.137, -0.136, -0.178], [-0.349, 0.510, -0.009], [-0.250, -0.202, 0.125], [0.194, 0.182, -0.234], [-0.169, -0.165, -0.143], [0.992, 0.368, -0.692], [0.095, 0.233, -0.450], [1.989, -0.465, 1.067], [0.384, 1.380, 1.333], [-0.422, -0.146, -0.039], [-0.196, 0.250, -0.675], [-0.943, 0.386, -0.208], [-0.036, -0.247, -0.336], [-1.244, -0.719, 0.403], [0.972, -1.050, 0.136], [-0.561, 0.162, 0.769], [0.097, 0.063, -0.345], [-0.059, -0.177, -0.224], [-0.258, -0.346, -0.344], [0.314, -0.045, -0.348], [0.238, 0.192, -1.591], [-0.245, 0.271, 0.915], [0.064, 0.460, -0.186], [-0.240, 0.358, 0.169], [0.145, -0.216, 0.326], [0.267, -0.169, 0.467], [-0.127, -0.304, 0.072], [0.403, -0.372, 0.759], [0.116, -0.367, -0.562], [0.193, -1.379, -0.168], [0.077, 0.569, 0.098]]}

---

[2]
{"formula": "C19H24N4PtSSe2", "method": "the ωB97M-V functional and the def2-TZVPD basis", "homo_energy_ev": [-5.25, -7.49], "charge": 0, "mol_weight_g_mol": 693.5, "s_squared": 6.0492, "spin_multiplicity": 5, "orbital_gap_ev": [5.7, 5.6], "lumo_energy_ha": [0.01672, -0.06794], "species": ["H", "H", "H", "S", "H", "H", "Se", "H", "H", "H", "H", "C", "C", "N", "H", "H", "C", "C", "C", "C", "H", "C", "H", "H", "H", "H", "C", "C", "H", "H", "C", "H", "N", "C", "H", "H", "Se", "N", "C", "C", "C", "N", "Pt", "C", "C", "H", "H", "C", "C", "H", "C"], "coordinates": [[5.964, -0.614, 2.428], [-4.407, -4.009, -1.413], [-1.637, -0.233, -5.642], [-0.130, 1.885, 1.943], [2.361, 3.205, 1.915], [3.845, 2.782, 2.820], [2.459, -0.099, -0.623], [-4.696, -1.776, 3.010], [0.638, -1.139, -5.257], [5.672, -0.568, -0.013], [-4.992, -2.542, 0.482], [-3.991, -2.536, 0.070], [-1.208, 0.711, -2.421], [-1.757, -1.599, 0.044], [6.346, 1.189, 2.420], [4.072, 1.538, -1.688], [-1.276, 1.559, 3.286], [-4.542, -0.820, 2.504], [5.932, 0.323, 0.547], [6.086, 0.299, 1.859], [-1.585, 2.035, 5.228], [-3.027, -1.655, 0.618], [2.692, 2.406, -0.935], [-0.420, -2.462, -1.263], [3.764, 2.493, 1.069], [-4.510, -0.032, 3.250], [3.192, 2.511, 1.993], [0.121, -0.615, -4.462], [6.052, 1.238, -0.022], [-0.180, 2.696, 4.545], [-1.802, 0.574, -3.657], [-2.018, -4.065, -2.210], [-1.115, 2.356, 4.397], [-2.333, -3.379, -1.438], [-5.392, -0.648, 1.840], [1.712, -0.900, -3.065], [2.503, 0.723, 2.332], [-2.237, 0.721, 3.193], [0.064, 0.140, -2.141], [-1.441, -2.482, -0.909], [-3.663, -3.366, -0.963], [-2.228, -0.041, 2.069], [-0.763, 0.074, 0.718], [0.729, -0.474, -3.229], [-3.262, -0.823, 1.728], [-1.707, 1.258, -1.633], [-2.785, 0.994, -3.826], [-1.151, -0.108, -4.683], [2.995, 1.551, -1.534], [2.470, 1.562, -2.486], [0.585, 0.163, -0.796]], "forces_ev_per_angstrom": [[-0.007, 0.008, -0.010], [-0.012, -0.043, 0.079], [0.042, -0.001, -0.010], [-0.011, -0.331, -0.152], [-0.002, 0.014, -0.004], [0.003, 0.039, -0.011], [0.068, 0.265, 0.276], [-0.042, 0.011, 0.008], [0.016, 0.017, 0.010], [0.016, -0.006, 0.014], [0.012, 0.048, -0.013], [-0.076, -0.072, 0.000], [0.300, -0.213, 0.200], [-0.273, 0.343, 0.067], [-0.002, 0.007, -0.020], [0.002, 0.018, 0.015], [0.082, -0.099, -0.320], [0.108, -0.066, -0.087], [-0.040, 0.048, -0.118], [0.026, -0.041, 0.094], [-0.022, -0.032, -0.018], [0.058, -0.044, -0.021], [0.001, 0.005, -0.009], [0.036, 0.169, -0.041], [0.036, 0.020, 0.032], [-0.034, -0.011, 0.014], [0.066, -0.202, 0.003], [0.006, 0.001, -0.095], [0.043, -0.009, 0.009], [0.020, 0.007, 0.055], [0.040, -0.001, -0.052], [0.034, 0.032, -0.006], [-0.085, 0.156, 0.018], [-0.044, -0.019, 0.008], [-0.020, -0.006, 0.027], [-0.014, -0.033, -0.060], [-0.130, 0.126, -0.123], [-0.100, 0.129, 0.491], [0.111, 0.126, -0.433], [0.088, -0.101, -0.194], [0.088, 0.047, 0.039], [-0.082, -0.128, -0.373], [0.565, -0.035, 0.151], [-0.046, -0.001, 0.206], [0.003, 0.082, 0.348], [-0.078, -0.055, 0.073], [0.017, 0.023, -0.004], [-0.109, 0.033, -0.031], [0.011, -0.166, 0.107], [0.037, 0.011, -0.020], [-0.703, -0.069, -0.121]]}

---

[3]
{"formula": "C7H14O", "method": "the ωB97M-V functional and the def2-TZVPD basis", "smiles": "CC[C@@H](C)CC(C)=O", "homo_energy_ev": -9.51, "charge": 0, "mol_weight_g_mol": 114.2, "spin_multiplicity": 1, "orbital_gap_ev": 10.4, "lumo_energy_ha": 0.03340, "species": ["H", "H", "H", "C", "H", "C", "C", "C", "C", "H", "H", "H", "H", "H", "O", "H", "H", "H", "C", "H", "C", "H"], "coordinates": [[0.701, -1.445, -1.366], [-0.173, -0.516, 1.999], [-3.690, -0.257, -0.876], [-0.268, 0.031, -0.120], [0.421, 1.110, 1.639], [0.901, -0.935, -0.414], [2.657, 0.957, 0.056], [-0.338, 0.368, 1.375], [2.301, -0.362, -0.571], [1.986, 1.742, -0.296], [0.950, -1.711, 0.359], [-2.795, 1.158, -0.295], [-1.621, -1.666, -0.384], [2.628, 0.872, 1.144], [3.169, -1.026, -1.139], [-1.524, -0.577, -1.760], [-1.296, 0.808, 1.664], [-0.122, 0.969, -0.670], [-1.571, -0.606, -0.663], [-3.127, -0.212, 0.792], [-2.865, 0.068, -0.233], [3.674, 1.231, -0.242]], "forces_ev_per_angstrom": [[0.097, -0.054, 0.221], [-0.069, 0.018, -0.081], [0.096, 0.080, 0.101], [-0.162, -0.359, 0.278], [-0.017, -0.174, 0.026], [-0.191, 0.352, -0.665], [0.440, 0.237, -0.396], [0.009, 0.258, 0.045], [1.291, -1.156, -0.282], [-0.124, 0.011, 0.297], [0.000, 0.067, -0.072], [-0.037, -0.064, 0.013], [0.120, 0.071, 0.004], [-0.196, 0.103, -0.043], [-1.284, 0.879, 0.602], [0.143, -0.110, 0.155], [0.061, -0.068, -0.102], [0.005, -0.091, -0.008], [0.150, 0.061, -0.167], [-0.007, 0.191, -0.115], [-0.151, -0.089, 0.128], [-0.173, -0.162, 0.063]]}

---

[4]
{"formula": "C16H30FN4O2", "method": "the ωB97M-V functional and the def2-TZVPD basis", "smiles": "CC[C@@H](C)c1nc(NCCF)[nH][n+]1CCCCCCOC(C)=O", "homo_energy_ev": -12.31, "charge": 1, "mol_weight_g_mol": 329.4, "spin_multiplicity": 1, "orbital_gap_ev": 9.7, "lumo_energy_ha": -0.09530, "species": ["F", "C", "H", "H", "H", "H", "H", "C", "H", "H", "C", "H", "H", "H", "O", "C", "H", "N", "H", "H", "C", "H", "N", "H", "C", "H", "H", "N", "H", "H", "C", "H", "N", "O", "C", "H", "H", "H", "C", "H", "H", "C", "C", "H", "H", "C", "H", "H", "C", "C", "C", "H", "C"], "coordinates": [[-1.164, -3.161, -4.955], [0.206, -3.335, -4.975], [1.754, -3.629, -3.523], [-5.035, 0.505, -2.133], [2.787, 2.407, 0.746], [3.327, 2.032, 5.956], [0.625, -2.572, -5.635], [4.249, 1.465, 5.858], [0.611, 3.440, -0.085], [-6.063, -0.199, -0.907], [-0.104, -1.300, -2.295], [-4.896, -2.169, -1.050], [-2.922, -3.588, -0.500], [0.438, -4.318, -5.389], [3.590, 1.595, 3.552], [3.255, 0.639, 2.539], [1.212, 1.047, 2.914], [-0.131, -0.015, -1.896], [4.135, 0.505, 6.362], [1.490, 0.142, 1.433], [0.751, -3.203, -3.570], [0.114, -3.743, -2.873], [-1.214, 0.114, -1.060], [-2.008, -2.994, 0.897], [-1.779, -1.094, -1.005], [1.763, 3.140, 1.943], [-3.777, -3.047, 0.944], [-1.108, -1.979, -1.743], [3.287, -0.371, 2.954], [1.543, -1.226, -3.482], [-5.025, -0.014, -1.175], [-2.570, 1.188, -0.004], [0.805, -1.809, -3.126], [5.581, 0.669, 4.025], [1.826, 2.294, 1.257], [-0.578, 1.105, 1.405], [3.988, 0.683, 1.729], [-1.178, 2.722, 1.119], [1.865, 0.976, 2.038], [0.475, 0.743, -2.157], [1.078, 1.886, -0.711], [4.576, 1.192, 4.415], [-3.031, -1.440, -0.263], [5.073, 2.009, 6.318], [-4.615, 0.681, -0.439], [-4.229, -1.331, -1.249], [-1.757, 2.127, -1.233], [-3.181, -0.722, 0.545], [0.723, 2.388, 0.192], [-0.654, 1.886, 0.647], [-1.598, 1.387, -0.444], [-3.855, -1.464, -2.266], [-2.914, -2.855, 0.307]], "forces_ev_per_angstrom": [[-0.112, 0.059, 0.002], [0.150, 0.034, -0.017], [0.008, 0.057, 0.022], [0.009, -0.001, 0.023], [-0.041, 0.094, -0.006], [0.033, 0.009, 0.002], [0.037, -0.027, -0.010], [-0.031, 0.286, -0.190], [0.075, -0.063, -0.162], [0.028, 0.038, 0.057], [0.022, -0.024, -0.128], [0.059, -0.019, 0.003], [0.082, 0.023, 0.012], [-0.104, -0.048, 0.065], [-0.444, -0.378, 0.515], [0.239, 0.040, -0.388], [-0.049, -0.116, -0.057], [0.092, -0.221, -0.188], [0.074, 0.018, 0.009], [0.157, 0.007, -0.077], [0.047, 0.016, -0.078], [0.029, -0.056, -0.040], [-0.043, 0.206, 0.101], [-0.009, 0.019, -0.015], [0.111, -0.108, 0.077], [-0.079, -0.086, 0.061], [0.032, 0.002, 0.002], [-0.125, 0.046, 0.064], [0.012, 0.063, 0.092], [-0.046, 0.067, 0.024], [0.071, 0.010, -0.114], [-0.021, 0.046, -0.061], [0.022, -0.171, 0.066], [-0.206, -0.199, 0.049], [0.175, -0.087, -0.138], [0.067, -0.014, -0.049], [-0.010, -0.010, 0.016], [0.001, -0.087, 0.099], [-0.061, 0.228, 0.162], [-0.155, 0.185, 0.139], [-0.035, -0.159, 0.100], [0.257, 0.194, -0.173], [-0.059, -0.031, -0.198], [0.010, -0.105, 0.048], [-0.076, -0.035, 0.036], [-0.049, 0.199, -0.029], [0.116, -0.060, -0.048], [0.068, -0.077, 0.062], [-0.091, 0.268, 0.151], [-0.049, 0.007, -0.056], [-0.032, 0.138, 0.081], [-0.051, -0.190, 0.037], [-0.109, 0.015, 0.044]]}

---

F_max list, top to bottom, in eV/Å: 2.30 0.72 1.76 0.78
Electronic energy list, top to bottom, in Ha: -4904.1283 -6277.6363 -350.3517 -1096.8149